1.
Here is a molecular structure, C37H39Cl2N8O7S3Ta from OMol25. Energies are from ωB97M-V/def2-TZVPD.

The geometry in XYZ format:
```
97
C37H39Cl2N8O7S3Ta (ωB97M-V/def2-TZVPD)
Ta 0.519 0.090 -0.187
S -1.797 -0.465 -0.716
C -1.654 -2.219 -0.824
N -2.667 -3.076 -0.815
N -3.848 -2.646 -0.657
C -4.985 -3.497 -0.629
C -6.221 -2.898 -0.442
C -7.357 -3.687 -0.399
C -7.250 -5.063 -0.541
C -6.003 -5.648 -0.729
C -4.860 -4.871 -0.776
N -0.456 -2.783 -0.972
N 0.574 -2.032 -0.901
C 1.764 -2.803 -1.237
C 2.763 -3.017 -0.300
C 3.870 -3.773 -0.657
C 3.980 -4.298 -1.938
C 2.969 -4.083 -2.865
C 1.851 -3.341 -2.512
H -4.011 -1.644 -0.531
H -6.297 -1.820 -0.332
H -8.325 -3.228 -0.254
H -8.137 -5.680 -0.505
H -5.922 -6.721 -0.840
H -3.886 -5.317 -0.923
H 2.652 -2.623 0.702
H 4.653 -3.954 0.069
H 4.849 -4.883 -2.209
H 3.045 -4.501 -3.860
H 1.048 -3.175 -3.221
O -2.934 -2.038 4.529
C -2.242 -3.166 4.677
O -2.643 -4.077 5.342
C -0.975 -3.321 3.892
C -0.245 -4.480 3.963
N 0.813 -4.324 3.140
N 0.841 -3.153 2.523
C -0.242 -2.523 2.970
C -0.530 -1.181 2.460
O -1.449 -0.485 2.829
O 0.319 -0.729 1.514
H -2.476 -1.408 3.943
H -0.424 -5.374 4.538
H 1.546 -4.992 2.957
Cl 0.563 0.458 -2.844
C 2.132 -0.113 -3.391
C 2.307 -0.388 -4.727
C 3.552 -0.844 -5.132
C 4.578 -1.004 -4.213
C 4.367 -0.715 -2.874
Cl 5.671 -0.867 -1.757
C 3.119 -0.277 -2.430
S 2.844 0.166 -0.760
H 1.498 -0.252 -5.432
H 3.727 -1.067 -6.175
H 5.553 -1.349 -4.528
C -0.916 5.926 -2.343
C -0.420 4.900 -1.330
C -1.595 4.167 -0.690
S -0.998 3.001 0.525
O -0.432 1.866 -0.414
C -2.522 2.338 1.200
C -3.048 3.257 2.308
C -2.152 3.282 3.546
H -0.076 6.439 -2.809
H -1.541 6.681 -1.864
H -1.501 5.452 -3.134
H 0.168 5.394 -0.551
H 0.234 4.172 -1.819
H -2.183 3.591 -1.408
H -2.258 4.847 -0.149
H -2.241 1.365 1.612
H -3.222 2.198 0.376
H -4.034 2.874 2.573
H -3.218 4.266 1.924
H -2.019 2.273 3.942
H -2.599 3.893 4.328
H -1.165 3.700 3.334
O 3.240 3.407 -2.057
C 4.224 3.905 -1.156
N 3.769 5.017 -0.364
C 3.183 5.004 0.869
O 2.924 6.020 1.475
C 2.773 3.684 1.465
C 2.967 3.469 2.828
C 2.529 2.283 3.381
C 1.872 1.366 2.579
N 1.638 1.585 1.281
C 2.107 2.728 0.735
H 3.202 3.981 -2.831
H 5.116 4.215 -1.696
H 4.488 3.072 -0.508
H 3.985 5.951 -0.685
H 3.456 4.230 3.424
H 2.679 2.056 4.428
H 1.520 0.429 2.987
H 1.931 2.870 -0.325
```

Results
**Total energy**: -124347.41955 eV
**ΔE to the lowest compared entry with this formula, charge and spin**: 0.698 eV
**Net charge**: +2
**HOMO**: -12.616 eV
**Frontier orbital gap**: 6.224 eV

---

2.
Here is a molecular structure, C37H39FI2N8O7Sc from OMol25. Energies are from ωB97M-V/def2-TZVPD.

The geometry in XYZ format:
```
95
C37H39FI2N8O7Sc (ωB97M-V/def2-TZVPD)
Sc -0.452 -2.116 0.325
C -4.771 -0.358 -0.102
C -3.480 -1.115 -0.196
N -2.309 -0.592 -0.214
O -2.180 0.792 -0.062
C -3.534 -2.575 -0.270
C -4.774 -3.358 -0.527
N -2.393 -3.191 -0.107
O -2.388 -4.472 -0.193
H -4.665 0.712 0.057
H -5.380 -0.766 0.705
H -5.332 -0.486 -1.029
H -2.909 1.095 0.498
H -5.647 -2.721 -0.657
H -4.961 -4.056 0.293
H -4.649 -3.978 -1.418
I 0.226 1.454 3.871
C -0.567 -0.424 4.293
C -0.816 -0.775 5.640
C -1.341 -1.992 5.966
I -1.672 -2.432 7.975
C -1.636 -2.937 4.945
C -2.159 -4.237 5.149
C -2.378 -5.057 4.081
C -2.059 -4.604 2.782
N -1.569 -3.411 2.562
C -1.377 -2.572 3.613
C -0.849 -1.284 3.252
O -0.673 -1.015 1.998
H -0.586 -0.062 6.420
H -2.379 -4.569 6.156
H -2.786 -6.050 4.216
H -2.208 -5.222 1.901
C 4.121 -1.973 1.272
C 2.769 -2.573 1.546
O 1.748 -2.078 1.080
N 2.728 -3.671 2.316
C 1.467 -4.339 2.619
C 0.958 -5.152 1.455
C 1.038 -6.530 1.487
C 0.666 -7.255 0.362
C 0.249 -6.569 -0.758
C 0.167 -5.186 -0.698
N 0.495 -4.480 0.386
H 3.983 -1.026 0.760
H 4.701 -2.644 0.635
H 4.672 -1.814 2.200
H 3.595 -4.080 2.621
H 0.745 -3.584 2.913
H 1.639 -4.985 3.478
H 1.401 -7.026 2.378
H 0.717 -8.337 0.365
H -0.040 -7.079 -1.665
H -0.187 -4.618 -1.545
C 2.457 2.691 -5.381
C 0.983 2.442 -5.110
N 0.742 1.809 -3.810
C 0.567 0.467 -3.758
C 0.409 -0.262 -2.624
C 0.214 -1.745 -2.766
O 0.290 -2.262 -3.866
O -0.090 -2.340 -1.664
C 0.474 0.403 -1.360
O 0.404 -0.141 -0.255
C 0.639 1.862 -1.410
C 0.628 2.572 -0.210
C 0.793 3.925 -0.234
F 0.843 4.613 0.932
C 0.945 4.631 -1.432
C 0.939 3.928 -2.621
C 0.788 2.536 -2.626
N 1.114 6.049 -1.478
C 2.455 6.518 -1.763
C 2.400 7.911 -2.352
N 1.672 8.812 -1.379
C 0.295 8.278 -1.048
C 0.449 6.877 -0.494
H 2.589 3.164 -6.354
H 3.010 1.751 -5.382
H 2.897 3.338 -4.620
H 0.558 1.778 -5.859
H 0.404 3.364 -5.160
H 0.549 -0.054 -4.708
H 0.499 2.028 0.721
H 1.021 4.484 -3.544
H 2.943 5.862 -2.480
H 3.085 6.529 -0.856
H 1.817 7.929 -3.271
H 3.384 8.340 -2.522
H 1.612 9.762 -1.745
H 2.216 8.868 -0.514
H -0.268 8.285 -1.978
H -0.152 8.963 -0.331
H -0.544 6.486 -0.280
H 0.989 6.920 0.463
```

Results
**Total energy**: -104872.85881 eV
**ΔE to the lowest compared entry with this formula, charge and spin**: 0.636 eV
**Net charge**: +1
**HOMO**: -8.507 eV
**Frontier orbital gap**: 5.301 eV

---

3.
Here is a molecular structure, C37H39HfIN4O4P2S from OMol25. Energies are from ωB97M-V/def2-TZVPD.

The geometry in XYZ format:
```
89
C37H39HfIN4O4P2S (ωB97M-V/def2-TZVPD)
Hf 0.126 -0.542 -0.462
C -3.633 -3.027 -0.851
C -2.258 -2.630 -1.321
O -1.810 -1.493 -0.926
C -1.551 -3.463 -2.151
C -0.224 -3.183 -2.550
C 0.370 -3.945 -3.697
N 0.480 -2.264 -1.932
N 1.799 -2.162 -2.389
C 2.289 -0.985 -2.211
O 1.576 0.004 -1.724
C 3.704 -0.775 -2.600
C 4.593 -0.160 -1.725
C 5.920 0.004 -2.089
C 6.362 -0.433 -3.329
C 5.476 -1.043 -4.205
C 4.152 -1.221 -3.839
H -4.384 -2.365 -1.282
H -3.683 -2.920 0.235
H -3.857 -4.054 -1.129
H -2.028 -4.335 -2.571
H -0.241 -4.809 -3.949
H 1.382 -4.260 -3.453
H 0.434 -3.281 -4.561
H 4.249 0.162 -0.750
H 6.611 0.466 -1.396
H 7.399 -0.306 -3.611
H 5.818 -1.372 -5.178
H 3.456 -1.716 -4.502
O -2.493 2.264 0.602
S -2.116 1.007 0.021
O -1.148 1.081 -1.105
N -1.320 0.036 1.017
C -1.884 -0.867 1.895
C -2.910 -0.573 2.768
C -3.419 -1.542 3.644
C -2.908 -2.811 3.663
C -1.864 -3.162 2.781
C -1.320 -4.463 2.701
C -0.356 -4.739 1.774
C 0.110 -3.702 0.949
N -0.355 -2.479 1.005
C -1.344 -2.190 1.895
C -3.655 0.389 -0.666
C -4.769 0.225 0.142
C -5.985 -0.119 -0.430
C -6.083 -0.286 -1.803
C -4.966 -0.104 -2.609
C -3.750 0.240 -2.041
H -3.292 0.440 2.788
H -4.226 -1.276 4.314
H -3.299 -3.555 4.345
H -1.689 -5.227 3.373
H 0.054 -5.733 1.673
H 0.921 -3.872 0.250
H -4.685 0.372 1.206
H -6.854 -0.240 0.203
H -7.033 -0.559 -2.243
H -5.038 -0.235 -3.680
H -2.862 0.377 -2.642
C -0.566 4.202 3.083
P 0.244 2.594 2.617
C 0.449 1.923 4.332
C 1.892 3.297 2.303
C 2.655 3.903 3.296
C 3.882 4.463 2.995
C 4.352 4.423 1.697
C 3.599 3.840 0.692
C 2.356 3.270 0.963
P 1.331 2.442 -0.365
C 2.419 2.756 -1.827
C 0.162 3.840 -0.719
H -0.099 4.613 3.979
H -1.630 4.031 3.247
H -0.452 4.913 2.265
H 0.593 2.718 5.063
H 1.297 1.239 4.358
H -0.451 1.364 4.592
H 2.284 3.936 4.313
H 4.474 4.923 3.776
H 5.324 4.840 1.465
H 3.996 3.835 -0.315
H 3.329 2.162 -1.767
H 2.662 3.814 -1.929
H 1.874 2.435 -2.714
H 0.666 4.801 -0.614
H -0.703 3.787 -0.062
H -0.189 3.720 -1.746
I 2.264 -0.675 1.385
```

Results
**Total energy**: -91978.48921 eV
**ΔE to the lowest compared entry with this formula, charge and spin**: 1.374 eV
**HOMO**: -7.692 eV
**Frontier orbital gap**: 7.394 eV